{
  "formula": "C33H36BBrN4O10P",
  "method": "ωB97M-V/def2-TZVPD",
  "symbols": ["C", "C", "C", "N", "C", "C", "C", "P", "N", "O", "C", "C", "O", "B", "O", "O", "C", "N", "C", "C", "C", "Br", "C", "N", "C", "C", "H", "H", "H", "H", "H", "H", "H", "H", "H", "H", "H", "H", "H", "H", "H", "H", "H", "H", "H", "H", "H", "H", "H", "H", "C", "C", "C", "O", "C", "C", "C", "O", "H", "H", "H", "H", "C", "C", "C", "O", "C", "C", "C", "O", "H", "H", "H", "H", "C", "C", "C", "O", "C", "C", "C", "O", "H", "H", "H", "H"],
  "positions_angstrom": [[0.957, 1.358, 2.866], [0.474, 2.827, 2.583], [-0.181, 3.002, 1.161], [-1.676, 2.960, 1.214], [-2.086, 1.609, 1.100], [-2.241, 1.076, -0.231], [-2.599, -0.229, -0.511], [-2.734, -0.652, -2.323], [-1.520, -1.879, -2.632], [-4.215, -1.348, -2.647], [-2.832, -1.098, 0.621], [-3.174, -2.490, 0.446], [-3.276, -3.114, -0.761], [-2.395, -4.184, -0.958], [-2.644, -5.113, -1.960], [-1.223, -4.368, -0.207], [-3.415, -3.243, 1.568], [-3.334, -2.724, 2.849], [-3.656, -3.643, 3.959], [-5.072, -3.258, 4.510], [-5.315, -3.768, 5.954], [-5.463, -2.280, 7.249], [-2.988, -1.458, 3.083], [-2.871, -0.892, 4.352], [-2.724, -0.599, 1.944], [-2.350, 0.767, 2.169], [0.390, 0.950, 3.720], [0.874, 0.738, 1.957], [2.018, 1.352, 3.173], [-0.306, 3.058, 3.334], [1.298, 3.553, 2.695], [0.181, 3.952, 0.754], [0.182, 2.190, 0.507], [-2.007, 3.369, 2.083], [-2.042, 1.751, -1.077], [-0.701, -1.360, -2.949], [-1.889, -2.401, -3.431], [-4.903, -0.713, -2.394], [-1.927, -4.969, -2.598], [-0.652, -3.614, -0.434], [-3.707, -4.291, 1.466], [-2.956, -3.476, 4.800], [-3.661, -4.698, 3.660], [-5.850, -3.709, 3.868], [-5.214, -2.164, 4.524], [-6.271, -4.309, 6.039], [-4.533, -4.438, 6.343], [-3.498, -0.092, 4.388], [-3.045, -1.544, 5.109], [-2.248, 1.124, 3.198], [3.474, 5.037, -1.786], [4.007, 5.956, -2.587], [3.152, 6.851, -3.405], [3.635, 7.687, -4.136], [1.682, 6.682, -3.293], [1.152, 5.762, -2.491], [2.007, 4.869, -1.676], [1.521, 4.029, -0.941], [4.081, 4.374, -1.182], [5.077, 6.093, -2.680], [1.074, 7.344, -3.896], [0.082, 5.624, -2.397], [2.658, -0.932, -4.124], [3.813, -0.409, -4.526], [4.109, -0.216, -5.967], [5.161, 0.258, -6.335], [3.068, -0.631, -6.940], [1.914, -1.155, -6.534], [1.620, -1.343, -5.095], [0.561, -1.820, -4.726], [2.425, -1.080, -3.076], [4.583, -0.103, -3.828], [3.301, -0.483, -7.987], [1.143, -1.463, -7.229], [3.915, -1.894, 1.622], [4.231, -1.911, 0.329], [4.817, -0.721, -0.334], [5.103, -0.739, -1.513], [5.038, 0.487, 0.496], [4.721, 0.504, 1.789], [4.136, -0.687, 2.453], [3.850, -0.674, 3.630], [3.487, -2.753, 2.124], [4.079, -2.784, -0.293], [5.467, 1.344, -0.007], [4.875, 1.376, 2.411]],
  "forces_ev_per_a": [[0.38, 0.79, 0.23], [-0.40, -0.74, -0.42], [0.61, 0.50, 1.03], [0.48, -0.83, -0.17], [-0.63, -0.66, -0.07], [0.22, -0.02, -0.27], [-0.06, -0.80, 1.29], [0.32, 2.02, -1.20], [-1.40, -0.13, 0.71], [0.98, -0.32, 0.90], [-0.10, -0.25, -0.71], [-0.25, -0.14, 1.40], [0.36, -0.24, 0.93], [0.80, -0.94, -0.86], [-0.24, 1.44, 0.20], [-0.52, 0.98, -0.60], [-0.05, 0.30, -0.64], [0.47, -0.63, -0.05], [-1.14, 0.97, 1.48], [-0.21, -0.47, 0.28], [-0.30, -0.26, 0.13], [0.25, -0.40, -0.43], [0.29, 0.94, -0.88], [-0.65, -1.02, -0.75], [-0.18, 0.07, 0.18], [-0.11, -0.02, -0.37], [0.19, -0.22, -0.55], [-0.13, 0.06, 0.52], [-0.47, -0.05, -0.13], [0.49, 0.25, -0.25], [-0.38, -0.37, -0.01], [-0.56, -0.34, -0.04], [-0.27, 0.53, 0.08], [0.13, -0.08, -0.09], [-0.15, -0.22, 0.43], [-0.16, -0.31, -0.29], [0.42, 0.01, 0.02], [0.12, -0.11, -0.28], [-0.12, -0.72, 0.08], [0.05, -0.15, 0.48], [0.19, 0.43, 0.28], [0.05, -0.39, -0.69], [0.38, 0.52, -0.17], [0.37, 0.37, 0.10], [0.09, -0.54, -0.28], [0.45, 0.35, -0.07], [-0.19, 0.38, -0.23], [0.34, 0.04, 0.45], [-0.08, 0.36, 0.07], [0.09, -0.04, -0.48], [0.07, 0.03, -0.02], [0.04, -0.11, 0.10], [0.05, 0.10, -0.09], [-0.02, -0.03, 0.03], [-0.12, -0.06, 0.04], [-0.03, 0.06, -0.06], [0.00, -0.04, 0.02], [0.22, 0.09, -0.29], [-0.03, -0.01, 0.01], [-0.01, 0.04, -0.04], [0.04, 0.02, -0.02], [0.01, -0.03, 0.03], [0.00, 0.03, 0.00], [0.02, 0.05, 0.13], [0.08, 0.02, -0.07], [-0.05, 0.00, 0.02], [-0.11, -0.05, -0.05], [0.02, 0.00, -0.08], [0.02, -0.02, -0.02], [0.05, 0.08, 0.04], [0.01, -0.02, 0.00], [0.02, -0.04, -0.01], [0.04, 0.01, 0.01], [-0.02, -0.01, 0.03], [-0.03, -0.08, -0.10], [-0.07, -0.07, 0.06], [0.07, -0.02, -0.05], [-0.09, 0.04, 0.00], [-0.02, 0.08, 0.09], [0.02, 0.06, -0.11], [0.02, 0.01, 0.14], [-0.04, 0.01, -0.05], [0.02, 0.02, 0.04], [0.04, 0.02, -0.03], [0.02, -0.03, -0.03], [0.00, -0.03, 0.04]],
  "lumo_energy_ev": -3.5,
  "orbital_gap_ha": 0.2542,
  "charge": 1,
  "e_homo_ha": -0.3832
}

{
  "formula": "C33H36BCl3F4GdN4PSi2",
  "method": "ωB97M-V/def2-TZVPD",
  "symbols": ["Gd", "N", "C", "C", "C", "C", "C", "C", "P", "C", "C", "C", "C", "C", "C", "C", "C", "C", "C", "C", "C", "H", "H", "H", "H", "H", "H", "H", "H", "H", "H", "H", "H", "H", "H", "H", "H", "N", "C", "C", "C", "C", "C", "C", "H", "H", "H", "H", "H", "C", "Si", "C", "C", "C", "C", "H", "H", "H", "H", "H", "H", "H", "H", "H", "Cl", "Si", "Cl", "Cl", "F", "B", "F", "F", "F", "C", "N", "C", "C", "N", "C", "H", "H", "H", "H", "H", "H"],
  "positions_angstrom": [[0.408, 0.871, 0.046], [-1.320, -1.417, 0.727], [-1.021, -2.776, 0.541], [-1.400, -3.711, 1.500], [-1.073, -5.049, 1.346], [-0.371, -5.473, 0.228], [0.022, -4.538, -0.720], [-0.276, -3.191, -0.573], [0.243, -1.876, -1.730], [1.793, -1.309, -1.025], [2.324, -1.655, 0.357], [3.815, -1.821, 0.232], [4.532, -1.046, -0.612], [3.900, -0.227, -1.596], [2.567, -0.464, -1.843], [0.706, -2.874, -3.208], [-0.260, -3.117, -4.182], [0.037, -3.879, -5.302], [1.316, -4.392, -5.471], [2.293, -4.131, -4.519], [1.990, -3.376, -3.396], [-1.903, -1.235, 1.537], [-1.778, -0.977, -0.073], [-1.963, -3.378, 2.364], [-1.376, -5.763, 2.103], [-0.117, -6.518, 0.100], [0.589, -4.860, -1.585], [1.892, -2.610, 0.694], [4.313, -2.539, 0.875], [5.618, -1.100, -0.599], [4.466, 0.435, -2.235], [2.128, -0.050, -2.751], [-1.252, -2.696, -4.057], [-0.726, -4.063, -6.048], [1.555, -4.981, -6.349], [3.298, -4.514, -4.653], [2.753, -3.157, -2.655], [1.829, -0.592, 1.270], [2.260, -0.425, 2.549], [1.359, 0.213, 3.447], [1.683, 0.521, 4.748], [2.925, 0.172, 5.274], [3.805, -0.505, 4.440], [3.497, -0.806, 3.123], [0.356, 0.429, 3.084], [0.944, 1.016, 5.371], [3.189, 0.405, 6.299], [4.778, -0.804, 4.819], [4.245, -1.295, 2.523], [-4.185, 2.738, -4.337], [-4.032, 2.332, -2.502], [-4.324, 3.894, -1.507], [-5.359, 1.079, -2.054], [-2.392, 1.659, -2.125], [-1.336, 1.289, -1.625], [-5.169, 3.156, -4.562], [-4.045, 1.843, -4.943], [-3.426, 3.462, -4.634], [-5.310, 4.320, -1.710], [-3.565, 4.642, -1.737], [-4.255, 3.659, -0.445], [-6.357, 1.470, -2.268], [-5.298, 0.847, -0.991], [-5.225, 0.152, -2.612], [1.094, 4.645, -1.580], [2.267, 2.848, -1.401], [4.113, 3.703, -0.719], [2.728, 2.580, -3.479], [-4.161, 1.832, 1.462], [-3.201, 1.081, 2.107], [-2.961, 1.591, 3.394], [-3.584, -0.258, 2.208], [-1.966, 1.133, 1.371], [-0.722, 4.453, 4.768], [-0.051, 4.120, 3.534], [0.972, 4.805, 2.922], [1.298, 4.082, 1.818], [0.497, 2.968, 1.746], [-0.295, 3.027, 2.794], [-0.699, 5.533, 4.909], [-0.238, 3.970, 5.618], [-1.757, 4.122, 4.709], [1.359, 5.726, 3.317], [2.050, 4.293, 1.080], [-1.063, 2.325, 3.057]],
  "forces_ev_per_a": [[0.41, -0.26, 0.81], [-0.17, 0.19, -0.25], [0.04, 0.12, 0.11], [0.01, -0.08, 0.02], [0.00, 0.02, 0.02], [0.00, -0.01, 0.01], [0.02, -0.05, 0.00], [-0.05, 0.10, 0.04], [-0.03, -0.15, -0.45], [-0.50, 0.32, 0.10], [-0.04, -0.09, 0.00], [0.09, 0.17, -0.06], [0.13, -0.13, 0.18], [-0.16, 0.07, -0.06], [0.00, 0.06, -0.13], [0.04, -0.10, 0.17], [-0.03, 0.00, 0.03], [0.00, -0.02, -0.02], [0.02, 0.00, -0.02], [0.04, -0.03, -0.04], [0.07, 0.03, -0.01], [0.06, -0.02, -0.05], [0.02, -0.19, -0.08], [-0.01, 0.01, 0.02], [-0.01, -0.01, 0.01], [0.00, -0.02, 0.00], [0.01, -0.01, -0.01], [0.05, 0.09, 0.00], [0.00, 0.01, -0.01], [-0.01, -0.01, 0.00], [0.03, -0.02, 0.00], [-0.05, -0.01, 0.09], [-0.01, 0.01, 0.02], [0.00, 0.00, 0.00], [0.00, 0.00, 0.00], [0.00, -0.01, -0.01], [0.00, 0.00, 0.02], [0.27, 0.14, -0.03], [-0.30, -0.14, 0.01], [-0.15, 0.01, -0.07], [0.01, 0.01, 0.02], [0.04, 0.00, 0.04], [0.05, 0.00, 0.07], [0.04, -0.01, 0.05], [0.10, -0.03, 0.02], [0.00, 0.00, 0.01], [0.00, -0.01, 0.00], [-0.01, 0.01, 0.01], [0.00, -0.03, -0.06], [-0.05, -0.01, 0.08], [0.13, -0.06, 0.04], [0.01, -0.05, -0.07], [0.02, 0.06, -0.05], [-0.31, 0.12, -0.04], [0.00, -0.13, -0.28], [-0.04, 0.02, -0.03], [0.01, -0.06, -0.03], [0.05, 0.04, 0.00], [-0.05, 0.03, 0.00], [0.04, 0.03, -0.02], [-0.01, -0.03, 0.07], [-0.05, 0.00, -0.01], [0.02, 0.01, 0.07], [0.01, -0.04, -0.04], [0.01, 0.10, -0.03], [-0.11, 0.03, -0.28], [0.06, -0.01, 0.03], [0.05, 0.05, 0.02], [-0.18, 0.14, -0.17], [0.06, 0.04, 0.01], [0.07, 0.12, 0.21], [-0.09, -0.31, 0.01], [0.24, 0.09, 0.04], [-0.02, 0.04, 0.05], [-0.01, 0.02, -0.02], [0.12, 0.08, 0.01], [0.06, -0.04, 0.06], [0.01, -0.23, -0.18], [-0.01, 0.00, -0.08], [-0.03, -0.01, 0.00], [0.00, 0.02, 0.01], [0.01, -0.02, 0.03], [0.02, 0.05, 0.02], [0.04, 0.04, 0.00], [-0.08, -0.06, 0.00]],
  "spin_multiplicity": 8,
  "lumo_energy_ev": [4.2, 3.9],
  "orbital_gap_ha": [0.2148, 0.1944],
  "charge": -2,
  "e_homo_ha": [-0.0593, -0.0499]
}

> Among the records above, which one has the lowest charge?

C33H36BCl3F4GdN4PSi2